Entry 1:
Density functional theory data (ωB97M-V/def2-TZVPD) for a gas-phase ion, C10H19N2O2 (charge +1).

ORCA input file:
```
! RIJCOSX wB97M-V def2-TZVPD def2/J DEFGRID3
* xyz 1 1
C 2.831 0.079 0.184
C 0.287 -1.812 -0.602
C 2.476 -0.737 1.446
C 0.466 -0.575 0.222
C 0.190 -1.600 -2.018
C -1.769 -0.668 1.231
C -1.443 0.699 -0.871
C -0.624 1.538 1.229
C 1.653 1.478 -1.362
C -0.816 0.253 0.454
N 1.640 0.454 -0.361
N 1.014 -0.976 1.515
O 3.923 0.462 -0.067
O 0.211 -2.834 0.070
H 2.953 -1.750 1.457
H 2.853 -0.118 2.336
H 0.465 -0.649 -2.234
H -0.746 -1.828 -2.466
H 0.657 -2.451 -2.413
H -2.848 -0.281 0.996
H -1.713 -0.620 2.254
H -1.716 -1.815 0.973
H -1.656 -0.074 -1.501
H -2.536 1.062 -0.737
H -1.097 1.579 -1.389
H -0.465 1.211 2.221
H -1.410 2.241 1.193
H 0.309 2.153 1.032
H 2.745 1.467 -1.732
H 0.750 1.295 -2.081
H 1.494 2.590 -1.007
H 0.596 -1.934 1.443
H 0.665 -0.514 2.262
*
```

Computed properties:
Highest occupied orbital energy ... -13.6 eV
Relative energy (zero: lowest compared OMol25 entry of this formula, charge and spin) ... 0.988 eV
SMILES ... CC(=O)[C@@]1(C(C)(C)C)[NH2+]CC(=O)N1C

=====

Entry 2:
Density functional theory data (ωB97M-V/def2-TZVPD) for a molecular structure, C25H43BrCl28N3O3PS.

ORCA input file:
```
! RIJCOSX wB97M-V def2-TZVPD def2/J DEFGRID3
* xyz 0 1
C 4.946 -0.794 -1.040
C 4.299 0.089 -2.184
O 5.384 0.433 -3.089
C 3.569 1.384 -1.633
N 2.775 2.119 -2.643
C 1.358 2.290 -2.261
C 0.506 1.260 -3.145
O -0.820 1.739 -3.470
C -1.795 1.172 -2.682
C -2.630 2.025 -1.819
C -3.700 1.464 -0.932
N -4.569 2.137 -0.071
S -5.452 0.916 0.641
N -4.923 -0.512 -0.036
C -3.931 -0.035 -0.905
C -3.089 -0.925 -1.770
Br -3.362 -2.869 -1.719
C -2.064 -0.334 -2.650
P -1.114 -1.549 -3.731
O -0.679 -0.877 -5.012
H 5.036 -1.869 -1.422
H 5.997 -0.482 -0.769
H 4.344 -0.842 -0.092
H 3.578 -0.576 -2.755
H 6.101 -0.220 -2.976
H 4.407 2.073 -1.298
H 3.000 1.103 -0.706
H 3.216 2.985 -2.942
H 1.032 3.357 -2.388
H 1.140 2.013 -1.183
H 1.061 1.175 -4.124
H 0.524 0.280 -2.588
H -2.452 3.133 -1.815
H 0.008 -2.019 -2.956
H -1.958 -2.650 -4.096
C 5.320 5.597 -3.845
Cl 4.625 4.148 -4.578
Cl 4.518 5.993 -2.317
H 6.381 5.412 -3.651
H 5.204 6.433 -4.531
C -4.168 -5.573 1.224
Cl -4.073 -6.300 -0.382
Cl -2.569 -5.075 1.792
H -4.815 -4.700 1.180
H -4.579 -6.303 1.918
C -0.685 -5.656 5.021
Cl -1.409 -5.321 6.598
Cl -0.389 -7.384 4.800
H -1.365 -5.313 4.244
H 0.261 -5.124 4.947
C -1.841 -10.237 2.348
Cl -2.361 -8.748 1.552
Cl -2.652 -10.448 3.904
H -2.081 -11.082 1.708
H -0.767 -10.192 2.514
C -4.773 3.766 3.253
Cl -3.316 2.760 3.264
Cl -6.148 2.893 2.561
H -5.014 4.049 4.271
H -4.583 4.654 2.657
C -7.659 -2.400 -1.328
Cl -8.254 -2.973 -2.891
Cl -7.873 -3.630 -0.074
H -6.600 -2.167 -1.417
H -8.211 -1.508 -1.045
C -3.840 -2.609 6.860
Cl -4.292 -2.976 5.192
Cl -4.190 -0.923 7.266
H -4.402 -3.256 7.528
H -2.775 -2.787 6.983
C 8.727 3.192 -2.999
Cl 8.234 4.694 -3.797
Cl 7.881 2.975 -1.465
H 8.495 2.355 -3.653
H 9.797 3.229 -2.810
C -3.156 3.657 6.925
Cl -1.907 3.980 8.132
Cl -3.608 5.131 6.057
H -2.776 2.931 6.209
H -4.035 3.258 7.424
C 1.104 -4.547 1.908
Cl 2.342 -4.193 3.121
Cl 0.649 -3.095 1.010
H 1.493 -5.285 1.212
H 0.224 -4.941 2.409
C -0.611 5.760 -0.599
Cl -1.194 5.190 -2.167
Cl -0.849 4.539 0.656
H 0.450 5.986 -0.677
H -1.160 6.657 -0.324
C 8.059 -2.929 -0.264
Cl 8.494 -1.735 -1.493
Cl 6.728 -3.951 -0.811
H 8.925 -3.553 -0.059
H 7.755 -2.411 0.642
C -4.266 8.007 2.755
Cl -2.828 6.979 2.789
Cl -5.651 7.156 2.058
H -4.511 8.305 3.772
H -4.056 8.888 2.153
C 4.207 0.937 -6.775
Cl 3.459 1.252 -5.206
Cl 4.530 -0.789 -7.001
H 3.537 1.275 -7.562
H 5.148 1.480 -6.833
*
```

Computed properties:
Highest occupied orbital energy ... -8.4 eV

=====

Entry 3:
Density functional theory data (ωB97M-V/def2-TZVPD) for 2 unconnected molecules or ions with the total composition C10H19Cl2NO5.

ORCA input file:
```
! RIJCOSX wB97M-V def2-TZVPD def2/J DEFGRID3
* xyz 0 1
C 0.039 2.024 0.550
C -1.397 1.736 0.933
O -2.156 1.386 -0.218
C -1.551 0.742 2.063
O -0.594 -0.324 2.059
C -0.915 -1.318 1.233
O -2.000 -1.528 0.821
N 0.138 -2.155 0.955
C 0.224 -2.562 -0.451
C 0.689 -1.404 -1.335
C 1.242 -1.822 -2.704
C 0.155 -1.743 -3.791
O 0.235 -0.562 -4.578
C 0.023 0.566 -3.885
O 0.640 1.528 -4.030
H 0.493 1.256 -0.050
H 0.642 2.247 1.422
H 0.025 2.917 -0.063
H -1.811 2.669 1.304
H -2.475 0.478 -0.148
H -2.575 0.389 2.105
H -1.385 1.291 2.977
H 1.009 -1.750 1.272
H 0.956 -3.354 -0.554
H -0.713 -2.964 -0.792
H 1.485 -0.890 -0.804
H -0.104 -0.676 -1.426
H 1.682 -2.807 -2.645
H 1.992 -1.100 -2.994
H -0.839 -1.863 -3.367
H 0.287 -2.583 -4.457
H -0.822 0.556 -3.179
C 1.538 2.291 4.886
Cl 2.183 1.766 3.327
Cl 0.065 3.251 4.694
H 1.308 1.414 5.480
H 2.285 2.897 5.385
*
```

Computed properties:
Highest occupied orbital energy ... -10.2 eV
SMILES ... C[C@@H](O)COC(=O)NCCCCOC=O.ClCCl

=====

Entry 4:
Density functional theory data (ωB97M-V/def2-TZVPD) for 15 unconnected molecules or ions with the total composition C5H40O14S2.

ORCA input file:
```
! RIJCOSX wB97M-V def2-TZVPD def2/J DEFGRID3
* xyz 0 1
C -0.571 2.769 -0.349
C -1.868 3.543 -0.609
C -0.866 1.301 -0.766
S -0.221 1.023 -2.457
S -0.772 -0.797 -3.033
C 0.851 -1.596 -3.420
C 1.026 -2.735 -2.411
H 0.193 3.139 -1.077
H -0.099 3.048 0.590
H -2.656 3.359 0.138
H -1.758 4.624 -0.516
H -2.193 3.177 -1.589
H -1.949 1.178 -0.785
H -0.493 0.524 -0.132
H 1.684 -0.896 -3.430
H 0.986 -2.043 -4.425
H 1.821 -3.450 -2.620
H 1.282 -2.319 -1.441
H 0.114 -3.307 -2.332
H 0.776 -2.530 3.382
H -0.099 -2.367 2.213
O -0.097 -2.819 3.066
H 1.555 -4.860 0.456
H 1.653 -3.743 1.393
O 2.195 -4.215 0.761
H -3.258 -0.598 2.129
H -3.794 0.369 1.004
O -3.569 0.306 1.955
H -1.854 -2.461 3.242
H -2.476 -1.240 3.742
O -2.722 -2.055 3.292
H -0.028 1.349 1.725
H 1.011 1.508 0.602
O 0.939 1.273 1.528
H -3.437 -1.159 -1.588
H -3.938 -1.046 -3.002
O -4.256 -1.173 -2.100
H -4.455 0.331 -1.240
H -4.955 1.567 -0.509
O -4.175 1.010 -0.577
H 2.901 -2.650 -0.485
H 4.033 -2.282 0.627
O 3.458 -1.995 -0.072
H 1.297 -0.641 1.998
H 2.704 -0.569 2.624
O 2.057 -1.178 2.285
H 3.341 0.618 0.097
H 4.470 1.741 0.310
O 4.194 0.967 -0.164
H -0.148 4.198 3.230
H -1.151 3.557 2.316
O -0.720 4.405 2.486
H 2.317 2.568 2.310
H 3.463 2.761 3.419
O 3.258 2.695 2.488
H -1.587 1.296 3.667
H -2.237 1.200 2.299
O -1.373 1.477 2.745
H 3.911 -0.792 -3.356
H 3.676 -1.467 -1.868
O 3.695 -1.558 -2.834
*
```

Computed properties:
Highest occupied orbital energy ... -8.4 eV
Relative energy (zero: lowest compared OMol25 entry of this formula, charge and spin) ... 2.632 eV

=====

Entry 5:
Density functional theory data (ωB97M-V/def2-TZVPD) for a molecular structure, C43H37AuN4O4P2S.

ORCA input file:
```
! RIJCOSX wB97M-V def2-TZVPD def2/J DEFGRID3
* xyz 2 3
Au -1.255 -0.236 -0.044
C 1.954 0.671 -0.817
P 0.561 -0.133 -1.635
C -0.097 0.948 -2.919
C -0.084 2.336 -2.761
C -0.676 3.143 -3.720
C -1.299 2.578 -4.825
C -1.331 1.198 -4.975
C -0.733 0.383 -4.027
C 1.135 -1.628 -2.449
C 0.825 -2.896 -1.970
C 1.326 -4.018 -2.613
C 2.135 -3.875 -3.729
C 2.457 -2.609 -4.205
C 1.958 -1.486 -3.570
P 2.250 -0.003 0.899
C 3.828 0.838 1.279
C 4.085 2.150 0.887
C 5.258 2.784 1.275
C 6.181 2.118 2.067
C 5.927 0.815 2.473
C 4.758 0.179 2.084
C 2.811 -1.702 0.551
C 2.178 -2.737 1.233
C 2.573 -4.056 1.036
C 3.599 -4.343 0.152
C 4.241 -3.313 -0.532
C 3.854 -2.001 -0.329
H 1.674 1.716 -0.685
H 2.830 0.607 -1.469
H 0.368 2.787 -1.890
H -0.642 4.219 -3.608
H -1.751 3.212 -5.575
H -1.809 0.756 -5.839
H -0.746 -0.693 -4.158
H 0.223 -3.012 -1.079
H 1.093 -5.004 -2.234
H 2.525 -4.752 -4.230
H 3.094 -2.499 -5.072
H 2.203 -0.500 -3.949
H 3.379 2.698 0.276
H 5.450 3.800 0.956
H 7.095 2.611 2.367
H 6.642 0.290 3.091
H 4.576 -0.841 2.401
H 1.395 -2.506 1.946
H 2.092 -4.854 1.589
H 3.917 -5.367 0.003
H 5.054 -3.538 -1.210
H 4.381 -1.202 -0.839
N -3.614 5.513 0.991
C -4.708 4.849 0.773
S -6.282 5.434 0.915
C -4.543 3.432 0.365
C -4.920 2.397 1.207
C -4.422 1.134 0.919
N -3.650 0.885 -0.139
C -3.420 1.869 -1.013
C -3.834 3.168 -0.797
H -3.614 6.492 1.247
H -2.731 4.978 1.050
H -5.483 2.574 2.113
H -4.610 0.305 1.590
H -2.810 1.630 -1.877
H -3.559 3.950 -1.491
O -1.569 3.726 1.056
C -1.218 2.561 1.248
O -0.737 1.818 0.309
C -1.411 1.957 2.617
C -2.103 2.678 3.590
C -2.312 2.153 4.856
C -1.831 0.890 5.174
C -1.144 0.195 4.199
C -0.909 0.705 2.937
N -0.632 -1.152 4.509
O -0.281 -1.844 3.563
O -0.629 -1.507 5.659
H -2.462 3.667 3.342
H -2.843 2.726 5.603
H -1.975 0.453 6.152
H -0.278 0.151 2.254
C -2.800 -4.836 -0.305
C -3.116 -3.931 -1.310
C -2.687 -2.626 -1.190
N -1.976 -2.210 -0.132
C -1.670 -3.077 0.846
C -2.069 -4.399 0.789
H -3.120 -5.866 -0.375
H -3.686 -4.229 -2.178
H -2.906 -1.886 -1.947
H -1.094 -2.693 1.677
H -1.804 -5.066 1.596
*
```

Computed properties:
Highest occupied orbital energy (alpha / beta) ... -12.4 / -12.4 eV
Relative energy (zero: lowest compared OMol25 entry of this formula, charge and spin) ... 0.787 eV
<S²> ... 2.010

=====

Entry 6:
Density functional theory data (ωB97M-V/def2-TZVPD) for a molecular structure, C26H22BCl3N3O3PPb.

ORCA input file:
```
! RIJCOSX wB97M-V def2-TZVPD def2/J DEFGRID3
* xyz 0 1
Pb -1.866 -0.678 -1.486
C -3.632 4.094 2.262
C -3.942 2.822 1.805
C -2.933 1.900 1.570
C -1.607 2.255 1.799
C -1.297 3.534 2.264
C -2.309 4.450 2.494
P -0.265 1.135 1.378
C 0.899 1.250 2.732
C 2.275 1.357 2.538
C 3.117 1.428 3.635
C 2.593 1.368 4.920
C 1.225 1.247 5.115
C 0.374 1.199 4.022
C 0.345 1.584 -0.229
C 1.227 2.669 -0.278
C 1.714 3.094 -1.500
C 1.309 2.436 -2.653
C 0.402 1.388 -2.586
C -0.125 0.925 -1.376
H -4.422 4.810 2.443
H -4.973 2.544 1.631
H -3.180 0.904 1.225
H -0.267 3.813 2.452
H -2.068 5.439 2.857
H 2.681 1.376 1.536
H 4.185 1.521 3.488
H 3.256 1.415 5.774
H 0.819 1.194 6.116
H -0.696 1.120 4.173
H 1.535 3.183 0.626
H 2.403 3.926 -1.551
H 1.697 2.746 -3.615
H 0.107 0.908 -3.512
Cl 0.281 -7.025 -4.122
C 0.090 -5.609 -3.134
C -1.011 -5.504 -2.304
C -1.155 -4.368 -1.529
Cl -2.533 -4.211 -0.482
C -0.233 -3.314 -1.550
O -0.380 -2.220 -0.820
C 0.871 -3.486 -2.399
Cl 2.052 -2.214 -2.461
C 1.040 -4.604 -3.192
H -1.751 -6.290 -2.263
H 1.889 -4.679 -3.855
N 1.389 -1.045 0.857
N 0.654 -1.794 1.788
C -0.666 -1.520 1.905
O -1.504 -2.176 2.427
O -1.034 -0.260 1.359
H 1.246 -1.438 -0.078
H 2.362 -1.071 1.129
H 0.830 -2.789 1.853
B 0.074 -1.517 -6.015
C -0.643 -1.341 -4.631
N -1.168 -1.223 -3.606
H 0.957 -0.683 -6.043
H -0.758 -1.334 -6.874
H 0.518 -2.644 -6.033
*
```

Computed properties:
Highest occupied orbital energy ... -7.9 eV
Relative energy (zero: lowest compared OMol25 entry of this formula, charge and spin) ... 0.000 eV

=====

| no. | F_max (eV Å⁻¹) |
| --- | --- |
| 1 | 6.3 |
| 2 | 4.6 |
| 3 | 4.3 |
| 4 | 2.4 |
| 5 | 0.5 |
| 6 | 0.2 |